Model one:
ORCA calculation (the ωB97M-V functional and the def2-TZVPD basis) on one molecule with the formula C4H5NS.

Each line ends with the natural charge from an NBO analysis.
Positions of all 11 atoms, in Å:
C -1.14247 -0.93776 -0.00442  0.07
N -0.25453 -1.18498 -0.87645  -0.52
S 0.93254 0.03145 -0.98436  0.47
C 0.24456 0.99890 0.26472  -0.44
C 0.17653 0.54704 1.69882  -0.40
C -0.99490 0.30170 0.76334  -0.30
H -1.90770 -1.63182 0.24826  0.20
H 0.18388 2.09438 0.03218  0.24
H 0.06019 1.31106 2.42608  0.23
H 0.72820 -0.33618 1.98069  0.23
H -1.90575 0.89487 0.86292  0.23

Its SMILES is C1=NS[C@@H]2C[C@H]12. The calculation puts the orbital gap at 9.36 eV. The multiplicity is 1.

***

Model two:
ORCA calculation (the ωB97M-V functional and the def2-TZVPD basis) on one molecule with the formula C4H5NS.

Each line ends with the natural charge from an NBO analysis.
Positions of all 11 atoms, in Å:
C 0.77661 -2.76291 0.72470  -0.15
C 0.18384 -1.75952 0.43013  -0.09
C -0.51813 -0.54213 0.08152  0.03
S -2.16995 -0.49802 -0.06559  -0.12
N 0.30176 0.50974 -0.10384  -0.54
C -0.18843 1.82518 -0.45858  -0.42
H 1.27220 -3.66690 1.01292  0.24
H 1.29972 0.36925 0.01349  0.41
H 0.64097 2.52018 -0.55094  0.21
H -0.83246 2.19853 0.31781  0.22
H -0.76612 1.80660 -1.40161  0.22

Its SMILES is C#CC(=S)NC. The calculation puts the orbital gap at 8.66 eV. The multiplicity is 1.

***

Model three:
ORCA calculation (the ωB97M-V functional and the def2-TZVPD basis) on C4H5NS as an isolated structure.

Each line ends with the natural charge from an NBO analysis.
Positions of all 11 atoms, in Å:
C -0.86893 -1.07798 0.88074  -0.04
C 0.56564 0.90062 0.61652  -0.28
C -0.47751 -0.23729 -1.24646  -0.60
C -0.66594 0.02113 0.23565  -0.19
N 1.64402 0.10597 0.17815  -0.63
S 1.08130 -1.03262 -0.79151  0.67
H -0.91746 -1.30506 1.92663  0.18
H 0.45062 1.83939 0.06766  0.21
H 0.68070 1.12252 1.68221  0.22
H -1.17211 -0.95839 -1.66074  0.24
H -0.32034 0.62169 -1.88884  0.23

The calculation puts the orbital gap (alpha / beta) at 8.70 / 7.00 eV. The multiplicity is 1.

***

Most stable: model one

***

Model one:
ORCA calculation (the ωB97M-V functional and the def2-TZVPD basis) on one molecule with the formula C4H5NS.

Each line ends with the natural charge from an NBO analysis.
Positions of all 11 atoms, in Å:
S 2.67399 0.11843 -0.05668  0.02
C 0.88576 0.05478 -0.13754  -0.25
C 0.09257 1.11440 -0.10669  -0.29
C -1.22848 0.84855 -0.11667  -0.10
N -1.35208 -0.52113 0.08228  -0.51
C -0.09551 -0.98875 -0.19566  -0.06
H 2.96511 -1.15148 0.47721  0.15
H 0.43530 2.21504 0.03116  0.22
H -2.08911 1.53067 0.29229  0.21
H -2.22020 -1.12341 -0.16656  0.42
H -0.06733 -2.09711 -0.10313  0.20

Its SMILES is Sc1cc[nH]c1. The calculation puts the orbital gap at 8.85 eV. The multiplicity is 1.

***

Model two:
ORCA calculation (the ωB97M-V functional and the def2-TZVPD basis) on one molecule with the formula C4H5NS.

Each line ends with the natural charge from an NBO analysis.
Positions of all 11 atoms, in Å:
S 1.95691 -0.07805 -0.09479  0.19
N 0.24625 -0.04372 -0.01968  -0.52
C -0.58739 -1.05718 0.10553  -0.03
C -1.89105 -0.69729 -0.02485  -0.34
C -1.85539 0.73788 -0.09821  -0.27
C -0.61786 1.12304 0.10254  -0.09
H 2.50010 0.98831 1.07943  0.14
H -0.39625 -2.14793 -0.03715  0.22
H -2.70421 -1.36102 0.39173  0.23
H -2.85687 1.40495 -0.25525  0.24
H 0.13313 2.03174 -0.03442  0.22

Its SMILES is Sn1cccc1. The calculation puts the orbital gap at 8.44 eV. The multiplicity is 1.

***

Most stable: model one

***

Model one:
ORCA calculation (the ωB97M-V functional and the def2-TZVPD basis) on a 2-piece molecular cluster, C6H9N overall.

Each line ends with the natural charge from an NBO analysis.
Positions of all 16 atoms, in Å:
C -0.75517 2.62245 0.22072  -0.43
C -0.13331 2.05829 -0.79075  -0.02
C 0.45288 1.25397 -1.58720  -0.04
C 0.98370 0.18924 -2.14258  -0.38
H -1.83249 2.51844 0.33062  0.22
H -0.20871 3.13154 1.01091  0.22
H 2.04675 -0.02294 -2.05691  0.21
H 0.34701 -0.56196 -2.60288  0.23
C 0.32860 -0.76900 0.83440  -0.27
C -0.73873 -1.64024 1.35536  -0.27
N -0.11909 -1.92269 0.05766  -0.60
H 0.04295 0.18611 0.42533  0.21
H 1.31688 -0.78809 1.29079  0.19
H -1.76853 -1.29405 1.29608  0.19
H -0.51390 -2.28080 2.20360  0.19
H 0.55116 -2.68027 0.15484  0.35

Its SMILES is C=C=C=C.C1CN1. The calculation puts the orbital gap at 9.41 eV. The multiplicity is 1.

***

Model two:
ORCA calculation (the ωB97M-V functional and the def2-TZVPD basis) on one molecule with the formula C6H9N.

Each line ends with the natural charge from an NBO analysis.
Positions of all 16 atoms, in Å:
C -0.88548 -1.17131 0.59976  -0.41
C -0.55873 -0.60104 -0.91261  -0.25
C 0.74660 -1.25570 -0.70413  -0.39
C 0.68676 -0.52341 0.76639  -0.21
C 0.64510 0.89403 0.41714  -0.14
N -0.45923 1.83977 0.69461  -0.53
C -0.27147 0.92816 -0.72008  -0.12
H -1.76651 -0.68046 1.14763  0.21
H -1.10032 -2.27342 0.61470  0.21
H -1.14713 -0.91233 -1.66774  0.20
H 0.82686 -2.38352 -0.50096  0.24
H 1.43334 -0.63666 -1.43650  0.19
H 1.31990 -0.90137 1.57792  0.22
H 1.78118 1.25644 0.40784  0.19
H 0.05954 2.61453 0.14247  0.34
H -0.36898 1.41392 -1.82644  0.24

Its SMILES is C1[C@H]2C[C@@H]1[C@@H]1N[C@H]21. The calculation puts the orbital gap at 10.20 eV. The multiplicity is 1.

***

Model three:
ORCA calculation (the ωB97M-V functional and the def2-TZVPD basis) on C6H9N as an isolated structure.

Each line ends with the natural charge from an NBO analysis.
Positions of all 16 atoms, in Å:
C -0.94867 1.54985 0.43673  -0.43
N -0.94896 0.18592 0.01436  -0.43
C -0.17721 -0.90093 0.71642  -0.10
C -0.24508 -1.61004 -0.66569  -0.36
C -0.01821 -0.15098 -1.12310  -0.11
C 1.37954 0.09212 -0.53184  -0.23
C 1.26460 -0.39349 0.71129  -0.22
H -0.00978 2.11692 0.38109  0.18
H -1.69741 2.24594 0.04473  0.21
H -1.07887 1.67249 1.67337  0.19
H -0.61223 -1.30754 1.63690  0.21
H -1.24314 -1.97829 -0.91722  0.22
H 0.54661 -2.32595 -0.89175  0.20
H -0.27718 0.24105 -2.11690  0.21
H 2.07691 0.96013 -0.89279  0.23
H 1.98909 -0.39721 1.52442  0.22

The calculation puts the orbital gap at 9.74 eV. The multiplicity is 1.

***

Most stable: model three

***

Model one:
ORCA calculation (the ωB97M-V functional and the def2-TZVPD basis) on a 2-piece molecular cluster, C2H3BrFN overall.

Each line ends with the natural charge from an NBO analysis.
Positions of all 8 atoms, in Å:
C -0.77236 -0.26444 -0.06224  0.01
C 1.17593 0.82362 -0.21527  -0.39
N -1.92745 -0.60082 -0.52676  -0.08
F -2.58866 -1.46578 0.37851  -0.27
Br 2.38578 -0.54703 0.07749  0.14
H -0.44617 -0.65655 0.90069  0.15
H 0.97067 1.43978 0.64173  0.22
H 1.20226 1.27122 -1.19414  0.22

The calculation puts the orbital gap (alpha / beta) at 9.23 / 9.23 eV. The multiplicity is 1.

***

Model two:
ORCA calculation (the ωB97M-V functional and the def2-TZVPD basis) on a 2-piece molecular cluster, C2H3BrFN overall.

Each line ends with the natural charge from an NBO analysis.
Positions of all 8 atoms, in Å:
F 1.47778 0.32216 -0.72962  -0.27
C 0.65209 -0.48884 -0.15140  0.57
N 0.24496 -1.02195 0.89979  -0.33
C -0.59742 -1.08263 -0.37985  -0.34
H -1.60739 -0.51701 -0.50744  0.19
H -0.70715 -2.17457 -0.79065  0.19
Br -0.10659 2.56231 1.50486  -0.22
H 0.64372 2.40053 0.15431  0.22

Its SMILES is FC1=NC1.Br. The calculation puts the orbital gap at 10.92 eV. The multiplicity is 1.

***

Most stable: model two